Entry 1:
13
Properties=species:S:1:pos:R:3 method="wB97M-V/def2-TZVPD" de_lowest_ev=0.516 s2=15.77 homo_energy_ha="-0.413 / -0.478" total_energy_ha=-964.0632 total_charge=+1 multiplicity=8 gap_ev="6.82 / 7.56"
Sm 0.83 2.33 -0.39
O 2.21 0.90 -0.05
O -2.94 0.79 0.36
C 1.90 -0.45 -0.18
C -1.92 0.10 -0.09
C -0.61 0.26 0.27
C 0.42 -0.77 0.11
H 0.07 -1.63 -0.47
H -2.21 -0.57 -0.91
H 2.13 -0.84 -1.19
H 0.29 -0.73 1.34
H -2.69 1.67 0.68
H 2.51 -1.05 0.52

Entry 2:
13
Properties=species:S:1:pos:R:3 method="wB97M-V/def2-TZVPD" de_lowest_ev=0.105 homo_energy_ha=-0.488 total_energy_ha=-478.6850 total_charge=+1 gap_ev=8.83
Tl 1.10 -0.56 3.31
O -0.22 -0.92 -2.94
O 0.20 0.82 1.57
C -0.60 0.13 -2.14
C -0.53 -0.01 -0.53
C -0.19 1.03 0.42
C -1.81 -0.02 -1.35
H -2.21 0.98 -0.93
H -0.48 2.06 0.14
H -2.35 -0.96 -1.39
H -0.04 -0.97 -0.31
H 0.73 -0.89 -3.09
H -0.31 1.13 -2.49

Entry 3:
14
Properties=species:S:1:pos:R:3 method="wB97M-V/def2-TZVPD" de_lowest_ev=0.397 homo_energy_ha=-0.053 total_energy_ha=-457.0087 total_charge=-2 gap_ev=7.89
O 0.40 4.31 -0.39
O 0.15 2.16 -0.97
O -1.38 -4.24 0.66
O 0.34 -4.05 -0.75
C -1.27 -2.26 -0.66
C -0.75 -3.66 -0.26
C 0.61 3.08 -0.27
C 1.46 2.59 0.93
H -1.65 -1.87 0.30
H 2.00 1.71 0.64
H -0.56 -1.48 -0.91
H 0.71 2.44 1.71
H -2.11 -2.18 -1.34
H 2.02 3.45 1.31